Here is a 17-piece molecular cluster, C48H70N18OSi overall at a distorted geometry from OMol25. Energies are from the ωB97M-V functional and the def2-TZVPD basis.

Each line ends with the Mulliken charge.
Cartesian coordinates (Å):
C (5.93, -0.88, 3.80)  -0.80
Si (6.06, -0.07, 2.02)  0.13
C (7.33, 1.37, 2.17)  -0.66
C (6.82, -1.39, 0.84)  -0.73
N (4.38, 0.44, 1.60)  0.49
C (3.82, 1.73, 2.21)  -0.18
C (2.29, 2.29, 1.96)  -0.49
C (1.27, 1.44, 1.00)  0.56
C (-0.29, 1.80, 0.66)  0.68
C (-1.25, 0.55, 0.12)  -0.73
C (-2.83, 0.87, -0.17)  -0.14
N (-3.51, 2.23, 0.00)  0.65
C (-4.98, 2.48, -0.25)  -0.71
C (-5.89, 1.17, 0.55)  0.29
C (-5.31, 0.78, 2.15)  -0.34
O (-6.71, 1.59, 1.82)  -0.54
C (-2.62, 3.39, 0.45)  -0.21
C (-1.01, 3.26, 0.80)  -0.59
C (1.90, 0.06, 0.31)  -0.51
C (3.44, -0.35, 0.67)  -0.22
H (6.90, -1.47, 4.10)  0.24
H (5.00, -1.63, 3.72)  0.29
H (5.70, 0.02, 4.53)  0.28
H (7.65, 1.80, 1.11)  0.12
H (7.01, 2.23, 2.90)  0.30
H (8.32, 0.90, 2.62)  0.22
H (7.44, -0.87, -0.03)  0.28
H (7.63, -1.99, 1.48)  0.08
H (6.07, -2.17, 0.41)  0.33
H (4.57, 2.31, 2.93)  0.32
H (1.88, 3.29, 2.47)  0.30
H (-0.89, -0.56, -0.02)  0.31
H (-3.53, -0.01, -0.55)  0.31
H (-5.41, 3.45, 0.24)  0.46
H (-5.32, 2.34, -1.37)  0.05
H (-6.29, 0.22, -0.16)  0.24
H (-5.56, -0.26, 2.62)  0.19
H (-4.79, 1.66, 2.72)  0.09
H (-3.11, 4.45, 0.55)  0.42
H (-0.36, 4.19, 1.14)  0.32
H (1.26, -0.62, -0.39)  0.21
H (3.85, -1.36, 0.18)  0.24
C (-6.89, -1.43, -3.53)  -0.50
C (-6.03, -1.36, -2.34)  0.63
N (-5.35, -1.31, -1.40)  -0.62
H (-7.71, -2.14, -3.40)  0.20
H (-7.34, -0.46, -3.76)  -0.03
H (-6.33, -1.74, -4.42)  0.34
C (-2.49, 2.15, 4.28)  -0.20
C (-1.63, 2.21, 5.47)  0.01
N (-0.96, 2.27, 6.42)  -0.34
H (-3.31, 1.43, 4.41)  0.21
H (-2.94, 3.12, 4.05)  0.35
H (-1.93, 1.83, 3.39)  0.06
C (-9.75, 1.70, 0.34)  -0.55
C (-9.63, 0.79, -0.80)  0.41
N (-9.53, 0.06, -1.71)  -0.40
H (-10.10, 2.69, 0.03)  0.29
H (-10.47, 1.33, 1.09)  0.29
H (-8.80, 1.84, 0.86)  0.02
C (-7.18, -2.07, 5.49)  -0.82
C (-5.92, -2.27, 4.76)  0.48
N (-4.92, -2.42, 4.18)  -0.48
H (-7.54, -1.04, 5.41)  0.28
H (-7.97, -2.72, 5.11)  0.27
H (-7.07, -2.29, 6.56)  0.31
C (-4.92, -4.85, 1.69)  -0.32
C (-5.98, -5.88, 1.59)  0.29
N (-6.81, -6.69, 1.51)  -0.42
H (-4.08, -5.07, 1.01)  0.09
H (-5.30, -3.86, 1.42)  0.13
H (-4.52, -4.79, 2.70)  0.23
C (-8.79, -3.97, 0.34)  -0.48
C (-9.02, -3.65, -1.08)  0.43
N (-9.21, -3.41, -2.20)  -0.50
H (-8.84, -3.07, 0.97)  0.26
H (-9.53, -4.67, 0.73)  0.35
H (-7.81, -4.42, 0.50)  -0.13
C (11.11, -2.07, 0.81)  -0.80
C (10.58, -1.35, 1.98)  0.48
N (10.16, -0.79, 2.91)  -0.56
H (12.09, -2.50, 1.01)  0.31
H (10.45, -2.89, 0.50)  0.29
H (11.21, -1.40, -0.05)  0.36
C (2.72, 2.56, -2.23)  -0.08
C (3.98, 2.36, -2.96)  0.18
N (4.98, 2.21, -3.54)  -0.43
H (2.36, 3.59, -2.31)  0.29
H (1.93, 1.91, -2.61)  0.28
H (2.83, 2.34, -1.16)  -0.18
C (-4.49, 4.54, -4.02)  -0.52
C (-5.02, 5.26, -2.84)  0.24
N (-5.44, 5.82, -1.91)  -0.50
H (-3.51, 4.11, -3.82)  0.22
H (-5.15, 3.72, -4.32)  0.08
H (-4.39, 5.21, -4.88)  0.48
C (-0.89, -6.21, 2.73)  -0.79
C (-1.43, -5.87, 1.40)  0.44
N (-1.86, -5.60, 0.36)  -0.47
H (-1.09, -7.26, 2.99)  0.28
H (0.19, -6.07, 2.77)  0.30
H (-1.33, -5.60, 3.52)  0.26
C (-2.94, 1.74, -6.29)  -0.49
C (-2.73, 3.19, -6.43)  0.43
N (-2.56, 4.33, -6.53)  -0.46
H (-3.06, 1.25, -7.27)  0.32
H (-2.09, 1.25, -5.80)  0.26
H (-3.83, 1.51, -5.70)  -0.02
C (-7.95, 1.21, -6.74)  -0.94
C (-7.09, 1.27, -5.55)  0.55
N (-6.41, 1.33, -4.61)  -0.45
H (-8.77, 0.49, -6.61)  0.32
H (-8.40, 2.18, -6.97)  0.31
H (-7.39, 0.89, -7.63)  0.29
C (3.20, 5.78, -5.67)  -0.76
C (2.09, 4.99, -5.11)  0.36
N (1.21, 4.37, -4.67)  -0.38
H (3.07, 6.85, -5.47)  0.28
H (4.16, 5.49, -5.24)  0.24
H (3.28, 5.66, -6.75)  0.28
C (7.35, 4.35, -1.58)  -0.54
C (8.21, 4.41, -0.39)  0.31
N (8.89, 4.47, 0.55)  -0.38
H (6.53, 3.63, -1.45)  0.04
H (6.90, 5.32, -1.81)  0.30
H (7.91, 4.03, -2.47)  0.28
C (13.26, -6.25, 0.47)  -0.67
C (13.47, -4.80, 0.33)  0.40
N (13.64, -3.65, 0.22)  -0.49
H (13.14, -6.73, -0.51)  0.26
H (14.11, -6.73, 0.96)  0.27
H (12.37, -6.48, 1.06)  0.19
C (9.99, -4.01, 4.67)  -0.58
C (10.12, -4.93, 3.52)  0.43
N (10.22, -5.66, 2.62)  -0.46
H (9.65, -3.02, 4.36)  0.04
H (9.28, -4.39, 5.41)  0.30
H (10.95, -3.88, 5.18)  0.26

Computed properties:
Net charge: +2
Maximum force, hartree/bohr: 0.149
HOMO level, eV: -14.1


Here is a 13-piece molecular cluster, C48H72F6O36P overall at a distorted geometry from OMol25. Energies are from the ωB97M-V functional and the def2-TZVPD basis.

Each line ends with the Mulliken charge.
Cartesian coordinates (Å):
P (0.39, 0.04, 0.39)  1.96
F (-0.63, -1.04, 0.96)  -0.50
F (-0.31, 1.24, 1.26)  -0.44
F (1.65, -0.27, 1.40)  -0.31
F (1.33, 1.20, -0.29)  -0.51
F (1.09, -1.06, -0.65)  -0.82
F (-0.81, 0.31, -0.71)  -0.33
C (-3.91, 4.67, -4.51)  -1.59
C (-4.20, 3.44, -3.73)  0.60
C (-3.13, 2.70, -2.94)  0.62
O (-3.79, 2.51, -1.66)  -0.09
C (-5.01, 3.09, -1.57)  0.44
O (-5.88, 2.83, -0.69)  -0.66
O (-5.16, 3.79, -2.69)  -0.39
H (-4.85, 5.11, -4.83)  0.40
H (-3.31, 4.38, -5.37)  0.37
H (-3.35, 5.35, -3.86)  0.36
H (-4.79, 2.78, -4.37)  0.07
H (-2.19, 3.23, -2.79)  -0.28
H (-2.91, 1.78, -3.48)  0.17
C (5.54, 0.41, 1.51)  -1.68
C (5.88, 1.87, 1.77)  1.59
C (7.16, 2.10, 2.63)  -0.34
O (7.87, 2.96, 1.97)  -0.36
C (7.40, 3.05, 0.66)  0.51
O (7.90, 3.68, -0.31)  -0.61
O (6.33, 2.29, 0.56)  -0.14
H (6.35, -0.09, 0.99)  0.55
H (4.75, 0.29, 0.77)  0.00
H (5.26, -0.19, 2.38)  0.49
H (4.99, 2.34, 2.20)  -0.79
H (7.68, 1.16, 2.80)  0.24
H (7.11, 2.50, 3.64)  0.38
C (2.08, 4.67, -2.29)  -1.69
C (1.78, 3.31, -2.91)  1.90
C (0.31, 3.14, -3.44)  0.13
O (0.50, 2.54, -4.72)  -0.35
C (1.80, 2.40, -5.00)  0.55
O (2.19, 1.94, -6.04)  -0.56
O (2.60, 3.05, -4.09)  -0.44
H (1.64, 5.50, -2.83)  0.40
H (3.15, 4.89, -2.22)  0.45
H (1.97, 4.62, -1.20)  0.31
H (1.94, 2.55, -2.15)  -0.52
H (-0.06, 4.16, -3.42)  0.19
H (-0.24, 2.44, -2.80)  -0.25
C (0.80, 2.07, 4.17)  -1.18
C (2.13, 2.56, 3.75)  0.97
C (2.15, 2.83, 2.25)  0.84
O (2.92, 4.03, 2.12)  -0.41
C (2.96, 4.60, 3.26)  0.56
O (3.50, 5.70, 3.39)  -0.68
O (2.27, 3.92, 4.18)  -0.42
H (0.68, 1.88, 5.24)  0.45
H (0.47, 1.18, 3.64)  0.09
H (-0.01, 2.76, 3.93)  0.12
H (2.99, 1.98, 4.09)  0.35
H (1.13, 3.01, 1.92)  0.20
H (2.55, 1.93, 1.78)  -0.76
C (-0.14, -4.42, -2.62)  -0.64
C (-0.37, -3.44, -3.77)  0.92
C (0.09, -2.08, -3.51)  1.07
O (1.11, -1.76, -4.44)  -0.03
C (1.31, -2.83, -5.13)  0.47
O (2.08, -2.97, -6.08)  -0.66
O (0.45, -3.89, -4.76)  -0.46
H (0.07, -5.45, -2.89)  0.46
H (-1.03, -4.62, -2.02)  -0.18
H (0.65, -4.02, -1.98)  -0.18
H (-1.34, -3.56, -4.25)  0.17
H (0.58, -2.08, -2.53)  -0.83
H (-0.76, -1.42, -3.65)  -0.21
C (-6.58, -1.22, -4.24)  -1.40
C (-5.12, -0.99, -4.52)  1.04
C (-4.05, -1.39, -3.53)  0.17
O (-3.41, -2.34, -4.34)  -0.21
C (-3.58, -2.20, -5.67)  0.57
O (-3.03, -2.73, -6.66)  -0.60
O (-4.70, -1.46, -5.80)  -0.42
H (-6.98, -1.95, -4.94)  0.40
H (-7.11, -0.29, -4.49)  0.34
H (-6.77, -1.62, -3.25)  0.36
H (-4.95, 0.09, -4.58)  -0.25
H (-4.56, -1.74, -2.63)  0.22
H (-3.39, -0.56, -3.28)  -0.21
C (-3.70, -5.16, -0.73)  -1.46
C (-3.20, -4.11, 0.26)  0.74
C (-3.74, -4.35, 1.74)  0.11
O (-2.64, -4.96, 2.35)  -0.38
C (-1.49, -4.87, 1.64)  0.33
O (-0.37, -5.13, 2.11)  -0.58
O (-1.81, -4.49, 0.31)  0.06
H (-3.40, -6.17, -0.45)  0.36
H (-3.34, -4.74, -1.67)  0.27
H (-4.78, -5.04, -0.81)  0.44
H (-3.42, -3.10, -0.07)  0.06
H (-4.67, -4.91, 1.73)  0.37
H (-3.88, -3.39, 2.23)  -0.31
C (0.72, -2.99, 4.30)  -1.13
C (1.64, -2.77, 5.58)  0.31
C (1.62, -3.89, 6.57)  -0.35
O (2.94, -4.10, 6.83)  -0.36
C (3.72, -3.41, 6.01)  0.55
O (4.96, -3.41, 6.09)  -0.64
O (3.04, -2.73, 5.21)  -0.11
H (1.10, -3.76, 3.63)  0.18
H (0.62, -2.10, 3.69)  0.20
H (-0.23, -3.36, 4.68)  0.46
H (1.28, -1.84, 6.03)  0.26
H (1.14, -4.78, 6.17)  0.28
H (1.02, -3.51, 7.41)  0.32
C (-1.36, 5.63, 2.70)  -1.24
C (-2.93, 5.51, 2.50)  0.54
C (-3.61, 6.83, 2.79)  -0.43
O (-4.50, 7.10, 1.73)  -0.38
C (-4.44, 6.07, 0.83)  0.61
O (-5.23, 5.91, -0.09)  -0.55
O (-3.48, 5.29, 1.17)  -0.23
H (-1.11, 5.53, 3.75)  0.43
H (-1.00, 6.64, 2.47)  0.49
H (-0.82, 4.86, 2.15)  0.04
H (-3.12, 4.70, 3.20)  0.14
H (-2.91, 7.64, 3.03)  0.31
H (-4.32, 6.68, 3.60)  0.28
C (-4.47, -0.72, 2.43)  -1.37
C (-5.00, -0.95, 3.86)  0.56
C (-6.40, -0.34, 4.01)  -0.48
O (-7.31, -1.54, 3.87)  -0.35
C (-6.47, -2.64, 4.09)  0.72
O (-6.85, -3.81, 4.20)  -0.59
O (-5.23, -2.28, 4.16)  -0.34
H (-5.17, -1.11, 1.68)  0.38
H (-3.49, -1.17, 2.26)  0.06
H (-4.48, 0.34, 2.20)  0.54
H (-4.19, -0.60, 4.50)  0.28
H (-6.58, 0.34, 3.18)  0.36
H (-6.40, 0.04, 5.03)  0.28
C (5.35, 0.33, -4.86)  -1.64
C (4.76, 0.39, -3.45)  1.08
C (3.89, -0.81, -3.23)  0.19
O (4.61, -1.59, -2.34)  -0.18
C (5.71, -0.99, -1.98)  0.53
O (6.54, -1.42, -1.15)  -0.69
O (5.73, 0.21, -2.44)  -0.32
H (6.15, -0.39, -5.00)  0.34
H (5.79, 1.31, -5.01)  0.43
H (4.50, 0.30, -5.54)  0.42
H (4.14, 1.28, -3.33)  -0.20
H (3.66, -1.35, -4.14)  0.10
H (2.97, -0.45, -2.78)  -0.14
C (4.42, -3.40, 2.37)  -1.35
C (3.43, -3.99, 1.42)  0.85
C (2.74, -3.02, 0.38)  1.22
O (3.04, -3.68, -0.87)  -0.15
C (3.73, -4.88, -0.66)  0.41
O (4.10, -5.62, -1.56)  -0.61
O (3.97, -5.00, 0.67)  -0.46
H (4.83, -4.06, 3.14)  0.41
H (3.91, -2.58, 2.88)  0.12
H (5.25, -2.95, 1.84)  0.37
H (2.72, -4.54, 2.03)  -0.07
H (3.10, -1.99, 0.48)  -0.45
H (1.67, -3.12, 0.55)  -0.29

Computed properties:
Net charge: -1
Maximum force, hartree/bohr: 0.143
HOMO level, eV: -8.5


Here is a 12-piece molecular cluster, C48H74F32N2O22S6 overall at a distorted geometry from OMol25. Energies are from the ωB97M-V functional and the def2-TZVPD basis.

Each line ends with the Mulliken charge.
Cartesian coordinates (Å):
O (-4.07, 5.42, -6.64)  -0.62
S (-3.11, 4.29, -6.42)  1.05
O (-1.93, 4.20, -7.25)  -0.61
O (-2.58, 4.30, -4.84)  -0.38
C (-1.41, 3.51, -4.51)  0.64
C (-1.03, 3.95, -3.11)  -1.25
C (-4.03, 2.65, -6.29)  -0.72
H (-0.58, 3.63, -5.20)  0.44
H (-1.78, 2.48, -4.47)  -0.40
H (-0.06, 3.53, -2.83)  0.35
H (-1.67, 3.62, -2.29)  0.34
H (-0.81, 5.01, -2.95)  0.27
H (-4.77, 2.65, -5.50)  0.30
H (-3.34, 1.82, -6.14)  0.08
H (-4.62, 2.58, -7.21)  0.45
O (-0.04, -3.21, -3.44)  -0.34
S (-0.20, -3.91, -4.74)  0.92
O (0.91, -4.07, -5.69)  -0.82
O (-0.86, -5.37, -4.47)  0.13
C (-0.69, -6.32, -5.48)  -0.28
C (-1.50, -7.57, -5.09)  -1.30
C (-1.75, -3.25, -5.60)  -0.80
H (0.38, -6.52, -5.57)  0.29
H (-1.07, -5.95, -6.43)  0.30
H (-1.12, -7.90, -4.12)  0.32
H (-1.29, -8.34, -5.83)  0.42
H (-2.59, -7.52, -5.07)  0.30
H (-2.64, -3.69, -5.14)  0.35
H (-1.79, -3.55, -6.64)  0.45
H (-1.65, -2.16, -5.60)  -0.05
O (-0.41, -3.65, 3.31)  -0.46
S (-1.51, -2.69, 3.58)  1.27
O (-1.94, -1.62, 2.69)  -0.62
O (-2.85, -3.50, 4.10)  -0.33
C (-2.67, -4.63, 4.91)  -0.02
C (-3.40, -4.38, 6.20)  -1.28
C (-1.14, -1.85, 5.19)  -1.00
H (-1.63, -4.93, 5.03)  0.20
H (-3.20, -5.45, 4.43)  0.30
H (-2.90, -3.62, 6.80)  0.26
H (-3.42, -5.29, 6.80)  0.41
H (-4.42, -4.04, 6.04)  0.32
H (-1.88, -1.05, 5.25)  0.34
H (-0.18, -1.34, 5.08)  0.33
H (-1.20, -2.63, 5.95)  0.24
O (2.16, -1.50, -0.19)  -0.44
S (0.85, -1.09, -0.62)  0.69
O (-0.30, -2.00, -0.61)  -0.16
O (0.42, 0.23, 0.37)  0.12
C (-0.78, 0.84, 0.22)  0.78
C (-0.68, 1.97, 1.28)  -1.51
C (1.07, -0.19, -2.26)  -0.09
H (-1.58, 0.13, 0.39)  -0.03
H (-0.86, 1.19, -0.81)  -0.11
H (-0.52, 1.47, 2.24)  0.18
H (-1.57, 2.58, 1.26)  0.39
H (0.13, 2.63, 0.98)  0.26
H (1.81, 0.58, -2.05)  0.33
H (0.15, 0.26, -2.61)  0.00
H (1.43, -0.84, -3.07)  -0.50
O (2.08, -2.29, 5.16)  -0.59
S (3.18, -2.95, 4.48)  1.21
O (4.49, -2.31, 4.32)  -0.69
O (3.41, -4.44, 5.14)  -0.33
C (2.44, -4.93, 6.08)  0.45
C (2.87, -6.29, 6.53)  -1.58
C (2.72, -3.59, 2.80)  -0.75
H (1.42, -4.96, 5.71)  0.02
H (2.51, -4.43, 7.04)  0.24
H (2.83, -6.99, 5.70)  0.39
H (2.15, -6.77, 7.18)  0.41
H (3.86, -6.32, 7.00)  0.34
H (3.59, -4.03, 2.30)  0.57
H (2.23, -2.81, 2.22)  -0.02
H (1.97, -4.34, 3.05)  0.31
O (-0.30, 0.03, -5.81)  -0.26
S (0.92, 0.27, -6.60)  0.83
O (0.88, 0.36, -8.07)  -0.67
O (1.75, 1.59, -5.97)  0.03
C (2.92, 2.08, -6.64)  -0.22
C (3.25, 3.56, -6.33)  -1.37
C (2.26, -1.01, -6.19)  -0.83
H (2.71, 2.13, -7.71)  0.33
H (3.80, 1.48, -6.39)  0.26
H (2.45, 4.25, -6.60)  0.37
H (4.21, 3.79, -6.78)  0.39
H (3.42, 3.77, -5.27)  0.27
H (2.41, -1.19, -5.13)  0.02
H (3.15, -0.61, -6.67)  0.47
H (2.04, -1.94, -6.71)  0.34
N (-3.64, 1.19, -3.07)  -0.32
C (-4.22, 1.19, -1.86)  -0.85
C (-4.07, 0.17, -0.91)  -0.52
C (-3.40, -1.00, -1.35)  -0.95
C (-2.72, -1.00, -2.56)  0.15
C (-2.93, 0.10, -3.36)  -0.26
H (-4.54, 2.14, -1.46)  0.38
H (-4.51, 0.33, 0.06)  0.49
H (-3.23, -1.74, -0.58)  0.44
H (-2.12, -1.80, -2.96)  0.45
H (-2.51, -0.04, -4.35)  0.07
N (-4.68, -7.23, 0.01)  -0.66
C (-4.40, -6.54, 1.13)  -0.11
C (-3.52, -5.46, 1.15)  -0.68
C (-2.87, -5.10, -0.06)  0.30
C (-3.13, -5.77, -1.25)  -0.44
C (-4.03, -6.83, -1.13)  -0.39
H (-4.82, -6.94, 2.04)  0.37
H (-3.16, -4.99, 2.06)  0.12
H (-2.20, -4.26, -0.12)  0.72
H (-2.58, -5.54, -2.15)  0.43
H (-4.27, -7.33, -2.05)  0.36
C (-1.13, 5.36, 7.92)  -0.97
C (-1.96, 6.24, 8.83)  1.02
C (-2.56, 5.42, 10.03)  0.16
F (-3.33, 4.39, 9.62)  -0.22
F (-1.59, 5.03, 10.85)  -0.26
F (-1.16, 7.14, 9.29)  -0.30
F (-2.86, 6.88, 8.11)  -0.29
O (-2.09, 4.57, 7.09)  -0.38
C (-1.61, 3.87, 5.95)  0.92
C (-2.82, 3.34, 5.09)  0.19
F (-3.47, 4.36, 4.50)  -0.24
F (-2.48, 2.51, 4.12)  -0.16
F (-0.77, 4.60, 5.26)  -0.27
F (-0.83, 2.92, 6.46)  -0.33
H (-0.34, 4.80, 8.42)  0.37
H (-0.59, 5.98, 7.21)  0.39
H (-3.20, 6.05, 10.65)  0.23
H (-3.58, 2.85, 5.70)  0.14
C (5.18, 0.86, 0.02)  -0.87
C (4.61, 2.08, -0.69)  1.15
C (4.86, 2.06, -2.24)  -0.06
F (4.12, 1.15, -2.87)  -0.14
F (4.64, 3.22, -2.85)  -0.31
F (3.30, 2.17, -0.35)  -0.18
F (5.27, 3.09, -0.16)  -0.36
O (4.86, 0.83, 1.34)  -0.40
C (5.90, 0.48, 2.25)  0.81
C (5.39, 0.89, 3.59)  0.63
F (6.43, 0.78, 4.50)  -0.31
F (4.87, 2.13, 3.59)  -0.25
F (6.13, -0.79, 2.13)  -0.26
F (7.02, 1.11, 2.02)  -0.33
H (6.22, 0.71, -0.25)  0.68
H (4.64, 0.02, -0.42)  -0.08
H (5.89, 1.79, -2.48)  0.22
H (4.58, 0.24, 3.90)  -0.05
C (-2.45, 7.32, 0.35)  -0.92
C (-1.29, 6.34, 0.24)  1.00
C (-0.14, 6.73, -0.78)  0.00
F (0.75, 5.74, -0.98)  -0.17
F (-0.55, 7.18, -1.93)  -0.28
F (-0.71, 6.15, 1.45)  -0.32
F (-1.75, 5.14, -0.05)  -0.20
O (-1.92, 8.64, 0.69)  -0.39
C (-2.82, 9.56, 1.41)  0.87
C (-2.25, 10.98, 1.29)  0.20
F (-2.04, 11.46, 0.08)  -0.23
F (-3.04, 11.78, 1.96)  -0.27
F (-4.08, 9.49, 0.96)  -0.28
F (-2.86, 9.17, 2.66)  -0.28
H (-3.17, 7.01, 1.11)  0.50
H (-2.98, 7.34, -0.60)  0.31
H (0.36, 7.61, -0.39)  0.27
H (-1.31, 11.04, 1.84)  0.20
C (3.66, -3.88, -2.62)  -1.36
C (4.71, -2.86, -2.19)  1.30
C (5.18, -2.97, -0.70)  0.82
F (5.59, -4.13, -0.23)  -0.33
F (6.10, -2.10, -0.38)  -0.29
F (5.76, -2.93, -3.03)  -0.43
F (4.25, -1.62, -2.39)  -0.07
O (2.52, -3.88, -1.73)  0.03
C (1.91, -5.16, -1.37)  0.39
C (0.58, -5.00, -0.60)  1.01
F (0.07, -6.17, -0.17)  -0.33
F (0.84, -4.15, 0.43)  0.18
F (1.74, -5.83, -2.53)  -0.23
F (2.78, -5.85, -0.62)  -0.31
H (4.11, -4.87, -2.60)  0.57
H (3.38, -3.67, -3.65)  0.28
H (4.26, -2.84, -0.12)  -0.35
H (-0.10, -4.50, -1.29)  -0.45

Computed properties:
Spin multiplicity: 2
Net charge: -1
Maximum force, hartree/bohr: 0.118
HOMO level (spin up / spin down), eV: -0.2 / -4.8


> Among the records above, which one has the highest maximum force?

C48H70N18OSi


> Which value of maximum force does entry 1 give?

0.149 hartree/bohr